1.
Formula: C7H13N2OP3
Source: the OMol25 dataset
Level of theory: wB97M-V/def2-TZVPD

Each line ends with the Mulliken charge.
Atoms and positions in Å:
C  0.69  1.52  -0.36  -0.570
C  -0.36  2.31  -0.19  -0.323
C  0.00  0.12  1.36  -0.107
C  0.87  0.33  0.23  0.536
C  -0.55  1.39  2.00  -0.430
C  -1.19  2.14  0.88  -0.913
C  2.72  -0.72  -1.08  -0.868
N  1.57  -0.77  -0.14  0.225
N  -1.78  -0.21  -0.55  0.090
O  -2.15  -1.85  1.54  -0.723
P  -1.29  -0.99  0.70  0.652
P  0.77  -2.26  0.07  -0.196
P  -2.91  -0.44  -1.68  -0.262
H  1.28  1.79  -1.21  0.259
H  -0.76  2.96  -0.97  0.350
H  0.49  -0.51  2.30  0.144
H  -1.44  1.02  2.63  0.321
H  0.27  2.01  2.55  0.300
H  -2.01  2.81  1.22  0.363
H  2.60  -1.52  -1.88  0.339
H  2.70  0.18  -1.72  0.289
H  3.78  -0.92  -0.79  0.294
H  0.51  -2.54  -1.39  0.084
H  2.01  -2.94  -0.04  0.169
H  -2.15  -1.33  -2.33  -0.013
H  -3.68  -1.57  -1.14  -0.009

Maximum force, eV Å⁻¹: 7.11
Energy, eV: -40359.742
Energy above the lowest of the compared OMol25 structures with the same formula, charge and spin, kcal per mole: 57.14
2S+1: 1
Highest occupied orbital energy (spin up / spin down), eV: -7.6 / -7.6
Lowest unoccupied orbital energy (spin up / spin down), eV: -0.7 / -0.7

=====

2.
Formula: C21H20Cl5MoN6OS4
Source: the OMol25 dataset
Level of theory: wB97M-V/def2-TZVPD

Each line ends with the Mulliken charge.
Atoms and positions in Å:
Mo  0.06  0.43  -1.22  -0.658
Cl  -1.53  -2.95  -0.86  -0.155
C  0.19  -2.84  -1.04  1.243
C  0.77  -1.59  -1.22  -1.730
C  2.14  -1.58  -1.35  1.520
Cl  2.80  0.04  -1.45  -0.153
C  2.96  -2.69  -1.32  -0.115
Cl  4.66  -2.54  -1.47  -0.183
C  2.35  -3.93  -1.13  0.492
Cl  3.30  -5.36  -1.08  -0.167
C  0.96  -4.00  -0.99  0.196
Cl  0.21  -5.53  -0.74  -0.173
N  1.47  4.17  -2.89  -0.130
C  1.25  3.61  -4.12  -0.788
C  0.80  2.34  -3.89  -0.536
N  0.75  2.12  -2.54  0.646
C  1.16  3.24  -1.96  -0.147
C  1.18  3.26  -0.52  0.104
N  0.82  2.16  0.09  0.706
C  0.87  2.41  1.44  -0.379
C  1.28  3.70  1.63  -0.935
N  1.47  4.23  0.37  -0.117
H  1.81  5.10  -2.72  0.174
H  1.42  4.14  -5.04  0.425
H  0.53  1.59  -4.60  0.562
H  0.60  1.67  2.17  0.417
H  1.45  4.27  2.52  0.407
H  1.77  5.17  0.17  0.174
O  -4.56  2.15  -5.91  -0.516
C  -3.84  1.74  -5.06  0.582
S  -3.90  2.30  -3.36  -0.125
C  -2.56  1.34  -2.81  0.377
C  -1.92  0.56  -3.71  0.113
S  -0.61  -0.47  -3.23  -0.403
S  -2.52  0.56  -5.35  -0.093
S  -2.07  1.31  -1.15  -0.277
C  -0.18  -1.96  4.97  -1.111
C  -0.15  -2.57  3.58  -0.799
N  -0.75  -1.70  2.56  0.511
C  -2.21  -1.64  2.53  -0.907
C  -2.78  -0.33  3.08  -0.944
C  -0.01  -1.02  1.67  0.559
C  1.48  -1.06  1.79  -1.996
N  -0.56  -0.28  0.73  0.726
H  0.28  -2.64  5.69  0.427
H  -1.20  -1.77  5.30  0.298
H  0.37  -1.02  5.00  0.249
H  -0.71  -3.51  3.56  0.470
H  0.86  -2.82  3.29  0.394
H  -2.57  -2.48  3.12  0.513
H  -2.56  -1.82  1.51  0.250
H  -2.49  -0.19  4.12  0.302
H  -3.87  -0.36  3.03  0.415
H  -2.44  0.54  2.51  0.214
H  1.79  -0.87  2.82  0.570
H  1.92  -0.30  1.15  0.228
H  1.87  -2.04  1.50  0.436
H  -1.57  -0.29  0.79  -0.163

Maximum force, eV Å⁻¹: 0.32
Energy, eV: -140896.138
Energy above the lowest of the compared OMol25 structures with the same formula, charge and spin, kcal per mole: 0.00
2S+1: 1
Charge: +1
Highest occupied orbital energy (spin up / spin down), eV: -10.2 / -10.2
Lowest unoccupied orbital energy (spin up / spin down), eV: -3.6 / -3.6

=====

3.
Formula: C6H9NO
Source: the OMol25 dataset
Level of theory: wB97M-V/def2-TZVPD

Each line ends with the Mulliken charge.
Atoms and positions in Å:
C  0.87  -0.56  -0.84  0.211
C  0.11  0.69  -1.50  -0.388
C  -0.35  1.50  -0.55  -0.597
C  -0.15  1.01  0.85  0.310
C  0.27  -0.42  0.53  -0.025
C  0.09  -1.40  1.39  -1.181
H  -0.50  -1.94  -1.61  0.290
H  0.90  -1.58  -2.48  0.261
H  1.93  -0.29  -0.79  0.315
H  0.04  0.80  -2.64  0.266
H  -0.62  2.52  -0.69  0.417
H  0.67  1.57  1.30  0.275
H  -1.80  0.38  1.50  0.358
H  0.53  -2.36  1.26  0.371
H  -0.38  -1.06  2.30  0.333
N  0.55  -1.77  -1.56  -0.648
O  -1.21  1.17  1.68  -0.570

Maximum force, eV Å⁻¹: 3.81
Energy, eV: -9903.435
Energy above the lowest of the compared OMol25 structures with the same formula, charge and spin, kcal per mole: 50.02
2S+1: 1
Highest occupied orbital energy, eV: -9.1
Lowest unoccupied orbital energy, eV: 1.0
Structure (SMILES): C=C1[C@H](O)C=C[C@@H]1N

=====

4.
Formula: C17H27AlBBr4ClCs2FLiN3O6SSi
Source: the OMol25 dataset
Level of theory: wB97M-V/def2-TZVPD

Each line ends with the Mulliken charge.
Atoms and positions in Å:
C  1.37  0.23  -4.48  -0.655
N  1.29  1.38  -3.55  0.470
C  1.73  2.61  -4.29  -0.926
B  0.03  1.52  -2.83  0.286
O  -0.04  2.76  -2.19  -0.942
Si  -1.41  0.08  -2.59  0.921
C  -2.71  0.33  -3.93  -0.615
S  -2.48  1.79  -4.90  1.041
O  -3.79  2.14  -5.40  -0.658
O  -1.43  1.48  -5.84  -0.628
H  1.51  -0.72  -3.96  -0.325
H  0.49  0.19  -5.13  0.381
H  2.24  0.36  -5.12  0.412
H  1.01  2.82  -5.08  0.382
H  1.85  3.52  -3.67  0.268
H  2.71  2.45  -4.74  0.485
H  -0.87  2.91  -1.57  0.410
H  -0.91  -1.32  -2.62  -0.264
H  -1.96  0.33  -1.25  -0.316
H  -2.72  -0.45  -4.69  0.468
H  -3.68  0.34  -3.44  0.422
H  -2.15  2.73  -3.99  0.066
C  1.09  -1.42  8.58  -0.831
N  1.39  -1.24  7.14  0.004
C  2.32  -0.33  6.77  -0.392
C  2.65  -0.13  5.45  -0.252
C  2.03  -0.90  4.46  -1.026
C  1.06  -1.83  4.87  -1.142
C  0.76  -1.98  6.20  -0.180
C  2.40  -0.78  3.02  2.813
C  2.87  -1.88  2.26  -0.845
C  3.14  -1.74  0.92  -1.447
N  2.96  -0.56  0.31  0.090
C  2.55  0.52  1.01  -0.217
C  2.27  0.44  2.36  -1.028
C  3.17  -0.36  -1.15  -0.771
H  0.77  -0.47  9.00  0.375
H  1.97  -1.78  9.10  0.385
H  0.28  -2.15  8.68  0.288
H  2.79  0.24  7.57  0.525
H  3.40  0.60  5.20  0.573
H  0.52  -2.43  4.15  0.778
H  0.00  -2.67  6.54  0.436
H  3.02  -2.83  2.74  1.297
H  3.48  -2.56  0.30  0.423
H  2.44  1.44  0.44  0.167
H  1.92  1.33  2.87  0.594
H  3.89  0.45  -1.27  0.430
H  2.20  -0.08  -1.54  0.122
H  3.53  -1.28  -1.61  0.273
Cl  -3.12  3.15  -2.22  -0.720
C  -0.06  -4.70  -4.44  -0.372
Br  1.18  -3.27  -3.94  0.039
Br  -1.87  -4.11  -4.28  -0.008
Br  0.35  -5.36  -6.17  0.042
H  0.10  -5.49  -3.72  0.365
Br  -3.73  1.82  0.40  -0.736
Cs  -5.80  3.61  -2.69  1.024
F  -0.70  3.58  -0.09  -0.827
C  -9.42  1.10  0.91  0.815
O  -9.61  0.00  1.40  -0.325
O  -9.99  2.17  1.26  -0.223
O  -8.63  1.39  -0.01  -0.260
Cs  3.31  -3.18  4.60  1.115
Li  -4.76  3.41  1.64  0.883
Al  1.76  2.79  -1.78  0.066

Maximum force, eV Å⁻¹: 7.84
Energy, eV: -357487.866
2S+1: 1
Charge: +3
Highest occupied orbital energy, eV: -12.5
Lowest unoccupied orbital energy, eV: -10.8

=====

5.
Formula: C28H57ClNO12PbSSbSi4
Source: the OMol25 dataset
Level of theory: wB97M-V/def2-TZVPD

Each line ends with the Mulliken charge.
Atoms and positions in Å:
Pb  0.13  -1.14  -0.51  0.267
O  4.17  -3.26  4.46  -0.581
C  3.20  -2.90  3.56  0.962
C  2.61  -3.83  2.72  -0.440
C  1.62  -3.40  1.84  -0.521
N  1.27  -2.12  1.78  1.528
C  1.83  -1.23  2.60  -0.719
C  2.80  -1.57  3.52  -1.096
C  1.32  0.21  2.46  -0.323
O  1.76  1.04  3.27  -0.858
O  0.57  0.42  1.47  0.757
C  0.87  -4.40  0.94  -0.138
O  1.20  -5.59  1.08  -0.859
O  -0.04  -3.90  0.23  -0.537
H  4.32  -4.21  4.36  0.295
H  2.86  -4.89  2.72  0.438
H  3.22  -0.82  4.17  0.514
O  -2.10  -2.95  -4.30  -0.752
Cl  -1.49  -1.77  -3.75  1.783
O  -1.97  -0.61  -4.46  -0.700
O  -1.87  -1.65  -2.34  -0.802
O  -0.06  -1.85  -3.83  -0.624
C  -4.92  -2.43  -1.47  -0.989
Si  -4.62  -0.82  -0.57  0.965
C  -6.20  -0.45  0.39  -1.117
C  -4.30  0.59  -1.76  -0.720
Sb  -2.55  -1.00  0.91  -0.754
Si  -2.75  0.98  2.51  0.843
C  -2.11  2.48  1.60  -0.148
C  -4.54  1.30  3.03  -1.221
C  -1.77  0.67  4.07  -0.796
Si  -3.00  -3.05  2.36  0.776
C  -1.61  -3.18  3.60  -0.769
C  -4.64  -2.89  3.28  -1.128
C  -3.03  -4.57  1.28  -0.851
H  -5.76  -2.30  -2.16  0.360
H  -5.20  -3.22  -0.76  0.263
H  -4.05  -2.75  -2.03  0.217
H  -7.02  -0.40  -0.34  0.369
H  -6.18  0.50  0.92  0.256
H  -6.44  -1.23  1.11  0.193
H  -5.15  0.70  -2.44  0.390
H  -3.40  0.40  -2.35  0.016
H  -4.16  1.53  -1.22  0.238
H  -2.89  2.91  0.96  0.402
H  -1.25  2.23  0.97  -0.691
H  -1.79  3.24  2.32  0.408
H  -5.09  1.81  2.24  0.258
H  -4.52  1.96  3.90  0.375
H  -5.09  0.40  3.30  0.256
H  -0.69  0.67  3.89  0.136
H  -2.05  -0.27  4.55  0.178
H  -2.00  1.48  4.77  0.405
H  -1.72  -2.46  4.42  0.377
H  -0.65  -3.01  3.12  -0.206
H  -1.61  -4.19  4.03  0.455
H  -4.76  -1.92  3.77  0.201
H  -4.69  -3.67  4.05  0.367
H  -5.49  -3.04  2.61  0.242
H  -2.06  -4.69  0.79  0.133
H  -3.80  -4.52  0.51  0.237
H  -3.22  -5.44  1.91  0.356
C  3.57  3.39  1.47  -1.568
C  2.53  3.54  0.37  1.892
C  2.85  4.75  -0.51  -1.854
C  1.15  3.66  0.99  -1.557
O  2.65  2.35  -0.41  0.890
Si  1.80  1.70  -1.67  -0.693
S  -0.23  1.48  -1.53  -0.653
O  2.46  0.18  -1.78  0.927
C  3.81  -0.29  -1.69  1.863
C  4.77  0.68  -2.36  -1.506
C  3.82  -1.63  -2.41  -1.625
C  4.17  -0.48  -0.22  -1.184
O  2.31  2.63  -2.95  0.109
C  1.89  2.63  -4.32  1.903
C  3.06  3.23  -5.09  -1.847
C  1.60  1.22  -4.83  -1.331
C  0.65  3.51  -4.46  -1.674
H  3.61  4.30  2.09  0.384
H  4.56  3.23  1.03  0.290
H  3.32  2.55  2.11  0.151
H  2.77  5.67  0.07  0.437
H  2.16  4.80  -1.35  0.268
H  3.86  4.67  -0.91  0.333
H  1.10  4.56  1.62  0.517
H  0.94  2.78  1.60  0.092
H  0.37  3.73  0.22  0.344
H  4.51  0.82  -3.41  0.215
H  5.79  0.30  -2.30  0.586
H  4.74  1.66  -1.87  0.057
H  3.51  -1.50  -3.45  0.335
H  3.12  -2.32  -1.94  0.188
H  4.82  -2.08  -2.39  0.384
H  4.04  0.46  0.32  0.000
H  5.21  -0.81  -0.12  0.565
H  3.53  -1.23  0.23  0.023
H  3.95  2.60  -4.99  0.348
H  3.29  4.22  -4.70  0.286
H  2.81  3.32  -6.16  0.408
H  2.46  0.56  -4.64  0.074
H  1.41  1.24  -5.90  0.563
H  0.73  0.78  -4.34  0.224
H  0.88  4.52  -4.12  0.304
H  -0.16  3.11  -3.86  0.191
H  0.33  3.55  -5.51  0.462

Maximum force, eV Å⁻¹: 0.89
Energy, eV: -122682.305
Energy above the lowest of the compared OMol25 structures with the same formula, charge and spin, kcal per mole: 0.00
2S+1: 1
Charge: -2
Highest occupied orbital energy, eV: -2.9
Lowest unoccupied orbital energy, eV: 4.1